47
Properties=species:S:1:pos:R:3:nbo_charge:R:1 method="wB97M-V/def2-TZVPD" homo_energy_ev=-7.6 charge=0 total_energy_ha=-1671.37026 de_lowest_kcal_mol=0.1 lumo_energy_ev=0.32 orbital_gap_ev=7.94
Sn -0.269 0.900 1.680 1.363
C -1.675 4.912 -0.003 -0.673
C -0.771 3.720 0.170 0.503
O -1.337 2.665 0.639 -0.830
C 0.555 3.809 -0.195 -0.484
C 1.477 2.730 -0.284 0.348
C 2.745 2.976 -1.051 -0.665
N 1.265 1.540 0.228 -0.499
N 2.228 0.583 -0.102 -0.415
C 2.031 -0.540 0.507 0.532
O 1.072 -0.769 1.363 -0.858
C 2.960 -1.665 0.224 -0.047
C 3.127 -2.664 1.179 -0.205
C 3.978 -3.731 0.932 -0.222
C 4.655 -3.813 -0.277 -0.207
C 4.490 -2.818 -1.233 -0.222
C 3.651 -1.743 -0.982 -0.192
H -2.464 4.661 -0.715 0.220
H -1.141 5.788 -0.364 0.218
H -2.154 5.143 0.948 0.229
H 0.896 4.757 -0.582 0.213
H 2.828 4.027 -1.318 0.212
H 2.751 2.369 -1.956 0.244
H 3.609 2.663 -0.468 0.245
H 2.575 -2.598 2.107 0.233
H 4.104 -4.504 1.679 0.217
H 5.310 -4.651 -0.475 0.215
H 5.014 -2.882 -2.177 0.214
H 3.513 -0.960 -1.715 0.229
I 0.248 -7.209 -0.920 0.162
C -0.322 -5.353 -0.233 -0.320
C 0.447 -4.213 -0.199 -0.066
N -0.334 -3.254 0.329 -0.331
N -1.562 -3.692 0.638 -0.281
C -1.564 -4.974 0.304 -0.082
H 1.464 -4.028 -0.498 0.240
H -0.094 -2.281 0.497 0.453
H -2.442 -5.580 0.456 0.213
C -2.954 -1.355 -1.297 -0.717
C -2.434 -0.184 -0.524 0.726
N -3.157 0.929 -0.482 -0.783
O -1.334 -0.284 0.059 -0.729
H -3.935 -1.168 -1.728 0.212
H -2.980 -2.220 -0.634 0.282
H -2.244 -1.581 -2.092 0.251
H -4.033 0.975 -0.969 0.400
H -2.753 1.761 -0.045 0.450